A 3-piece molecular cluster, C11H25N4O5 overall in a non-equilibrium geometry, computed with the ωB97M-V functional and the def2-TZVPD basis.

Results
Gap between HOMO and LUMO: 6.7 eV
Total charge: -1

```
45
C11H25N4O5 the ωB97M-V functional and the def2-TZVPD basis
O 5.99 0.37 4.88
C 5.57 1.41 4.57
N 4.80 2.26 4.06
N 3.93 2.83 5.01
C 2.98 1.86 5.60
C 2.17 1.02 4.52
O 2.70 0.18 3.77
O 0.89 1.27 4.43
H 3.34 3.49 4.47
H 2.21 2.45 6.17
H 3.46 1.19 6.37
C 3.00 -1.57 -1.44
C 2.06 -0.54 -2.07
C 2.00 0.80 -1.30
O 1.23 0.76 -0.11
C 1.91 0.19 1.01
N 0.73 -1.13 -2.22
H 2.56 -2.05 -0.57
H 3.22 -2.36 -2.16
H 3.94 -1.11 -1.14
H 2.45 -0.32 -3.07
H 1.50 1.53 -1.95
H 3.00 1.19 -1.10
H 2.98 0.43 1.02
H 1.76 -0.89 1.04
H 1.46 0.60 1.92
H 0.14 -0.48 -2.74
H 0.31 -1.16 -1.30
C -3.27 -2.00 -2.44
C -3.33 -0.76 -1.56
C -4.76 -0.32 -1.19
O -5.47 0.32 -2.25
C -6.03 -0.56 -3.20
N -2.59 0.33 -2.22
H -3.51 -1.79 -3.48
H -2.26 -2.42 -2.43
H -3.95 -2.77 -2.08
H -2.82 -1.00 -0.62
H -4.69 0.42 -0.39
H -5.34 -1.16 -0.79
H -6.37 -1.50 -2.75
H -5.31 -0.76 -4.00
H -6.89 -0.06 -3.66
H -2.54 1.12 -1.59
H -3.17 0.67 -2.99
```

---

C11H25N5O8Pb as an isolated structure in a non-equilibrium geometry, computed with the ωB97M-V functional and the def2-TZVPD basis.

Results
Gap between HOMO and LUMO (spin up / spin down): 5.5 / 5.3 eV
Total charge: 0

```
50
C11H25N5O8Pb the ωB97M-V functional and the def2-TZVPD basis
O 2.44 1.46 -2.52
H 2.96 1.54 -3.35
Pb -0.79 -0.54 -1.80
N -0.47 2.27 -1.76
N 0.36 2.01 0.58
N 0.44 -2.89 -0.96
N 0.75 -1.36 1.19
O -0.83 2.31 -2.96
O 0.04 -3.96 -1.83
O 0.64 -0.68 2.36
O 0.56 1.85 1.84
C 0.45 3.30 0.13
C 0.08 3.42 -1.23
C 0.53 -3.48 0.24
C 0.70 -2.68 1.43
C 0.26 4.61 -2.08
H 1.09 4.46 -2.78
H 0.50 5.49 -1.47
H -0.65 4.82 -2.65
C 0.90 4.47 0.94
H 1.98 4.61 0.84
H 0.66 4.31 1.99
H 0.41 5.37 0.59
C 0.26 -4.93 0.18
C 0.58 -3.31 2.78
H 1.06 -5.44 -0.39
H -0.69 -5.12 -0.35
H 0.21 -5.38 1.18
H 0.85 -2.60 3.57
H 1.23 -4.18 2.85
H -0.45 -3.64 2.95
H 0.14 -3.64 -2.75
H 0.64 0.31 2.08
C 3.73 0.79 -0.88
H 3.69 1.73 -1.39
H 3.25 -0.08 -1.35
H 3.20 0.81 0.09
O 0.89 -0.31 -3.23
H 1.84 0.61 -2.83
H 1.19 -1.14 -3.64
N -3.62 -0.13 2.47
C -3.98 -0.85 1.22
C -2.76 -0.72 0.36
O -2.87 -1.30 -0.79
O -1.78 -0.04 0.78
H -3.72 -0.74 3.28
H -4.26 0.66 2.61
H -2.63 0.21 2.33
H -4.17 -1.91 1.40
H -4.82 -0.39 0.70
```

---

Listing DFT total energy for the structures above in their given order: -28009.028 -40878.338 eV.